Entry 1:
C5H8S | ωB97M-V/def2-TZVPD

Each line ends with the Löwdin charge.
Element x y z (Å)
S -1.38 -2.35 0.11  0.625
C -1.70 -0.75 -0.12  -0.763
C -2.71 0.29 -0.56  -0.123
C -2.56 1.29 0.58  -0.048
C -1.31 0.58 0.06  -0.193
H -3.16 0.41 -1.61  0.153
H -2.88 0.98 1.48  0.053
H -2.70 2.40 0.20  0.156
H -0.37 0.94 -0.40  0.142
C 2.53 -1.04 0.05  -0.087
H 3.00 -1.96 0.61  0.050
H 3.26 -0.28 0.07  -0.035
H 1.67 -0.63 0.71  0.025
H 2.19 -1.32 -1.03  0.045

Output
2S+1 = 1
gap between HOMO and LUMO = 8.61 eV
E_LUMO = 0.256 eV
structure (SMILES) = S=C1[C@H]2C[C@@H]12.C
relative energy (zero: lowest compared OMol25 entry of this formula, charge and spin) = 83.5 kcal/mol



Entry 2:
C25H27N3O3S | ωB97M-V/def2-TZVPD

Each line ends with the Löwdin charge.
Element x y z (Å)
C -2.93 -1.86 1.69  -0.014
C -2.54 -2.00 0.25  -0.205
C -3.27 -2.85 -0.57  -0.031
C -2.95 -3.01 -1.91  -0.067
C -1.89 -2.31 -2.45  -0.064
C -1.16 -1.45 -1.66  -0.038
C -1.47 -1.29 -0.31  -0.216
N -0.73 -0.37 0.48  0.036
C 0.22 -0.72 1.38  -0.461
O 0.76 0.10 2.10  0.062
C 0.66 -2.18 1.37  -0.083
C 2.00 -2.23 0.73  -0.504
C 3.22 -2.32 1.34  -0.125
C 4.30 -2.27 0.42  -0.187
C 3.89 -2.13 -0.86  -0.398
S 2.18 -2.06 -0.99  1.057
C -1.08 1.05 0.36  -0.115
C -0.36 1.75 -0.82  -0.439
O -0.83 2.72 -1.36  0.087
N 0.82 1.20 -1.14  0.084
C 1.76 1.80 -2.05  -0.104
C 3.06 2.15 -1.30  -0.304
C 2.86 3.25 -0.25  -0.117
C 3.79 2.80 0.88  -0.142
C 3.67 1.29 0.77  -0.189
O 3.54 1.00 -0.61  -0.128
C -2.57 1.24 0.30  -0.154
C -3.29 1.59 1.43  -0.016
C -4.66 1.71 1.35  -0.060
C -5.27 1.46 0.14  -0.151
N -4.60 1.13 -0.96  0.083
C -3.29 1.03 -0.88  -0.087
H -3.91 -1.41 1.77  0.087
H -2.22 -1.23 2.24  0.077
H -2.97 -2.84 2.17  0.089
H -4.10 -3.40 -0.14  0.117
H -3.54 -3.68 -2.52  0.105
H -1.64 -2.42 -3.49  0.107
H -0.33 -0.89 -2.07  0.092
H 0.74 -2.51 2.41  0.136
H -0.06 -2.80 0.84  0.113
H 3.34 -2.41 2.40  0.117
H 5.33 -2.33 0.71  0.104
H 4.48 -2.06 -1.75  0.066
H -0.69 1.52 1.27  0.160
H 1.21 0.45 -0.58  0.087
H 1.30 2.69 -2.47  0.130
H 1.99 1.09 -2.85  0.125
H 3.82 2.45 -2.04  0.149
H 1.83 3.26 0.09  0.114
H 3.11 4.24 -0.64  0.118
H 4.81 3.12 0.68  0.114
H 3.49 3.17 1.85  0.114
H 4.55 0.75 1.13  0.121
H 2.79 0.93 1.32  0.101
H -2.77 1.77 2.37  0.122
H -5.25 1.98 2.22  0.100
H -6.35 1.53 0.02  0.102
H -2.79 0.78 -1.80  0.123

Output
2S+1 = 1
gap between HOMO and LUMO = 9.39 eV
E_LUMO = 0.610 eV
structure (SMILES) = Cc1ccccc1N(C(=O)Cc1cccs1)[C@@H](C(=O)NC[C@H]1CCCO1)c1cccnc1
relative energy (zero: lowest compared OMol25 entry of this formula, charge and spin) = 0.0 kcal/mol



Entry 3:
CH7N2Si | ωB97M-V/def2-TZVPD

Each line ends with the Löwdin charge.
Element x y z (Å)
C -0.63 0.03 1.03  -0.425
N -1.54 -0.51 1.79  0.210
N -0.05 -0.47 -0.05  -0.041
Si 0.78 1.05 0.16  0.873
H 1.43 -0.37 -3.61  0.041
H -1.89 0.11 2.55  0.172
H -2.17 -1.10 1.34  0.112
H -0.11 -1.36 -0.49  0.117
H 1.47 -0.50 -2.85  -0.003
H 0.70 2.10 -0.85  -0.027
H 2.01 1.02 0.96  -0.029

Output
2S+1 = 3
gap between HOMO and LUMO (alpha / beta) = 6.35 / 6.77 eV
E_LUMO (alpha / beta) = -4.419 / -8.943 eV
total charge = +1
relative energy (zero: lowest compared OMol25 entry of this formula, charge and spin) = 77.2 kcal/mol
⟨S²⟩ = 2.01



Entry 4:
C29H53Br15O12S6 | ωB97M-V/def2-TZVPD

Each line ends with the Löwdin charge.
Element x y z (Å)
C -30.15 29.82 4.48  -1.356
Br -30.39 30.18 2.57  0.616
Br -31.33 31.11 5.49  0.514
Br -28.15 30.00 5.06  0.615
H -30.50 28.81 4.69  -0.023
C -20.90 30.94 5.32  -1.438
Br -21.08 31.53 3.47  0.563
Br -20.71 32.47 6.57  0.574
Br -19.23 29.72 5.45  0.473
H -21.71 30.27 5.60  -0.059
C -24.25 29.35 8.45  -1.401
Br -23.47 30.71 9.69  0.608
Br -26.27 29.29 8.37  0.616
Br -23.52 27.58 8.93  0.612
H -23.84 29.46 7.45  -0.056
C -27.22 24.35 2.48  -1.504
Br -27.95 26.00 1.72  0.609
Br -25.89 23.40 1.33  0.625
Br -28.67 23.10 2.76  0.553
H -26.85 24.65 3.46  -0.038
C -28.99 30.15 -1.84  -1.446
Br -27.31 29.47 -1.17  0.663
Br -30.48 28.75 -1.64  0.485
Br -28.69 30.79 -3.70  0.548
H -29.22 30.94 -1.12  -0.044
C -28.40 33.85 0.57  -0.199
C -28.46 32.73 1.59  -0.278
C -28.05 33.30 2.96  -0.199
S -26.60 34.39 2.69  0.705
O -25.43 33.57 2.64  -0.347
O -26.62 35.71 3.32  -0.336
C -26.98 34.51 0.82  -0.163
H -29.13 34.65 0.67  0.110
H -28.52 33.43 -0.43  0.104
H -27.81 31.95 1.19  0.099
H -29.46 32.32 1.66  0.012
H -27.77 32.61 3.76  0.050
H -28.77 34.03 3.32  0.108
H -26.29 33.80 0.36  0.057
H -26.86 35.54 0.50  0.095
C -21.55 31.36 -1.13  -0.200
C -22.06 30.53 -2.21  -0.240
C -23.54 30.71 -2.51  -0.194
S -24.15 32.19 -1.60  0.732
O -25.44 31.88 -0.94  -0.430
O -23.92 33.29 -2.55  -0.348
C -22.75 32.11 -0.44  -0.201
H -20.75 32.05 -1.41  0.116
H -21.02 30.84 -0.33  0.113
H -21.90 29.46 -2.08  0.104
H -21.39 30.66 -3.06  0.118
H -24.08 30.09 -1.80  0.064
H -23.97 30.64 -3.51  0.117
H -23.13 31.58 0.44  0.077
H -22.45 32.97 0.16  0.109
C -25.46 28.98 1.98  -0.244
C -25.49 30.23 2.81  -0.278
C -24.75 30.08 4.06  -0.241
S -24.22 28.31 4.18  0.730
O -25.40 27.59 4.71  -0.364
O -22.98 28.42 4.93  -0.352
C -24.15 28.19 2.32  -0.148
H -25.57 29.26 0.93  0.043
H -26.39 28.44 2.12  0.057
H -26.56 30.27 3.05  0.033
H -25.13 31.02 2.16  0.108
H -25.30 30.29 4.98  0.058
H -23.79 30.59 4.00  0.051
H -24.10 27.13 2.06  0.074
H -23.23 28.70 2.02  0.100
C -25.62 26.01 -2.40  -0.216
C -24.32 26.09 -3.16  -0.234
C -23.27 25.37 -2.33  -0.169
S -23.60 26.07 -0.59  0.694
O -23.07 27.42 -0.41  -0.347
O -23.37 25.09 0.46  -0.387
C -25.37 26.28 -0.90  -0.263
H -26.07 25.02 -2.50  0.117
H -26.40 26.64 -2.82  0.106
H -24.02 27.13 -3.21  0.109
H -24.41 25.78 -4.20  0.123
H -22.22 25.52 -2.58  0.105
H -23.47 24.33 -2.07  0.098
H -25.72 27.22 -0.48  0.031
H -25.97 25.53 -0.39  0.001
C -24.15 35.15 8.27  -0.184
C -23.44 35.50 6.89  -0.166
C -24.27 34.74 5.72  -0.135
S -24.87 33.06 6.53  0.692
O -23.82 32.06 6.36  -0.427
O -26.26 32.87 6.12  -0.367
C -24.73 33.66 8.24  -0.233
H -25.03 35.77 8.39  0.096
H -23.50 35.42 9.10  0.105
H -22.46 35.04 7.00  0.065
H -23.40 36.57 6.68  0.103
H -23.96 34.45 4.72  0.076
H -25.25 35.22 5.66  0.069
H -23.96 33.10 8.78  -0.004
H -25.69 33.63 8.76  0.099
C -26.89 25.37 6.72  -0.216
C -26.31 24.01 7.27  -0.184
C -25.85 24.28 8.70  -0.220
S -26.98 25.54 9.30  0.652
O -26.24 26.56 9.95  -0.415
O -28.04 24.88 10.11  -0.356
C -27.75 26.01 7.77  -0.243
H -27.36 25.01 5.81  0.097
H -26.19 26.16 6.44  0.085
H -25.57 23.49 6.65  0.112
H -27.17 23.34 7.19  0.112
H -24.89 24.79 8.76  0.073
H -25.86 23.42 9.37  0.109
H -27.76 27.10 7.68  0.039
H -28.78 25.66 7.83  0.109

Output
2S+1 = 1
gap between HOMO and LUMO = 8.79 eV
E_LUMO = -0.969 eV



Entry 5:
C5H10O | ωB97M-V/def2-TZVPD

Each line ends with the Löwdin charge.
Element x y z (Å)
C 1.83 0.34 0.10  -0.107
C 0.87 -0.49 -0.73  -0.156
C -0.47 -0.35 0.07  -0.693
O -0.51 -1.25 1.16  0.002
C -0.71 1.01 0.58  0.005
C -1.79 -0.09 -0.48  0.048
H 2.41 1.09 -0.44  0.070
H 2.44 -0.24 0.80  0.075
H 1.05 0.96 0.75  0.071
H 1.08 -1.57 -0.75  0.109
H 0.77 -0.13 -1.76  0.112
H -0.93 -2.06 0.84  0.102
H -0.98 1.22 1.61  0.099
H -0.54 1.88 -0.05  0.100
H -2.62 -0.80 -0.30  0.091
H -1.90 0.48 -1.39  0.071

Output
2S+1 = 1
gap between HOMO and LUMO = 9.64 eV
E_LUMO = 0.920 eV
structure (SMILES) = CCC1(O)CC1
relative energy (zero: lowest compared OMol25 entry of this formula, charge and spin) = 72.7 kcal/mol



Entry 6:
C34H74N5O9 | ωB97M-V/def2-TZVPD

Each line ends with the Löwdin charge.
Element x y z (Å)
N 0.00 -0.49 0.02  -0.280
O -0.03 -1.35 -0.80  -0.029
O 0.77 -0.63 1.02  0.019
O -0.68 0.50 -0.12  -0.175
C 1.54 2.45 -1.51  -0.086
C -0.06 2.46 -1.73  -0.073
C -0.95 2.63 -0.47  -0.184
N -2.36 2.41 -0.73  -0.145
C -2.99 3.57 -1.60  0.067
C -3.24 2.38 0.60  -0.006
C -4.14 1.09 0.54  -0.106
C -4.10 0.66 -0.95  -0.106
C -2.65 0.96 -1.36  -0.087
H 1.92 3.39 -1.10  0.069
H 2.05 2.06 -2.38  0.049
H 1.57 1.68 -0.74  -0.008
H -0.28 1.47 -2.14  0.087
H -0.35 3.25 -2.42  0.115
H -0.76 3.61 -0.03  0.136
H -0.70 1.84 0.23  0.049
H -2.66 3.29 -2.60  0.097
H -2.65 4.55 -1.27  0.115
H -4.07 3.43 -1.51  0.097
H -3.84 3.30 0.58  0.132
H -2.55 2.34 1.45  0.060
H -5.15 1.33 0.87  0.130
H -3.82 0.28 1.19  0.069
H -4.81 1.21 -1.56  0.124
H -4.31 -0.39 -1.12  0.057
H -2.57 1.06 -2.45  0.138
H -1.98 0.21 -0.94  0.030
C 4.14 -0.12 2.37  -0.068
C 3.89 -1.10 1.23  -0.186
C 4.08 -0.55 -0.20  -0.073
N 3.44 -1.35 -1.34  -0.175
C 3.95 -2.79 -1.27  0.058
C 1.88 -1.35 -1.34  -0.090
C 1.59 0.06 -1.82  -0.144
C 2.60 0.36 -2.92  -0.085
C 3.65 -0.74 -2.72  -0.059
H 3.74 -0.61 3.26  0.100
H 3.64 0.85 2.28  0.015
H 5.22 0.03 2.40  0.097
H 2.88 -1.51 1.33  0.096
H 4.46 -2.01 1.41  0.123
H 5.15 -0.46 -0.42  0.136
H 3.71 0.48 -0.21  0.086
H 3.60 -3.41 -2.09  0.110
H 3.56 -3.18 -0.33  0.110
H 5.04 -2.74 -1.30  0.107
H 1.40 -2.14 -1.91  -0.015
H 1.59 -1.54 -0.31  0.132
H 0.59 0.17 -2.26  0.128
H 1.75 0.79 -1.03  0.030
H 2.07 0.18 -3.86  0.144
H 2.80 1.41 -2.72  0.075
H 3.57 -1.41 -3.58  0.143
H 4.66 -0.35 -2.78  0.129
C 3.44 2.95 0.21  -0.075
C 2.80 2.54 1.51  -0.176
C 1.63 1.51 1.37  -0.077
N 0.61 1.64 2.52  -0.120
C 1.24 1.43 3.94  0.102
C -0.56 0.65 2.26  -0.242
C -1.83 1.17 3.04  -0.213
C -1.58 2.62 3.13  -0.096
C -0.16 2.97 2.46  -0.017
H 2.72 3.34 -0.51  0.001
H 4.00 2.15 -0.28  0.080
H 4.23 3.65 0.47  0.102
H 2.47 3.39 2.11  0.110
H 3.53 2.16 2.22  0.086
H 2.14 0.55 1.38  0.100
H 1.14 1.62 0.40  0.078
H 0.45 1.26 4.67  0.126
H 1.75 2.37 4.12  0.098
H 2.03 0.67 3.91  0.095
H -0.44 -0.35 2.67  -0.076
H -0.84 0.75 1.21  0.067
H -1.91 0.66 4.00  0.185
H -2.74 1.04 2.46  0.115
H -1.62 2.81 4.20  0.127
H -2.38 3.18 2.64  0.099
H 0.45 3.64 3.06  0.117
H -0.18 3.22 1.40  0.083
C -1.90 -0.50 2.09  -0.148
C -2.44 -0.91 0.67  -0.129
C -2.11 -2.41 0.32  0.016
N -2.55 -2.75 -1.16  -0.122
C -4.11 -2.65 -1.25  0.060
C -2.11 -4.18 -1.61  -0.069
C -1.90 -4.07 -3.08  -0.130
C -2.00 -2.58 -3.51  -0.126
C -1.86 -1.85 -2.23  -0.102
H -1.81 0.59 2.13  -0.117
H -0.90 -0.89 2.29  -0.008
H -2.56 -0.76 2.91  0.162
H -1.96 -0.23 -0.03  0.023
H -3.53 -0.92 0.63  0.083
H -2.59 -3.12 0.98  0.152
H -1.02 -2.44 0.27  0.100
H -4.38 -1.60 -1.33  0.045
H -4.43 -3.02 -0.28  0.109
H -4.43 -3.28 -2.08  0.112
H -2.67 -5.05 -1.28  0.146
H -1.17 -4.33 -1.10  0.112
H -2.56 -4.68 -3.69  0.119
H -0.89 -4.41 -3.34  0.110
H -2.96 -2.32 -3.96  0.105
H -1.28 -2.27 -4.27  0.128
H -2.10 -0.78 -2.22  0.107
H -0.79 -1.86 -1.99  0.052
O 1.92 -0.94 2.67  -0.067
C 1.02 -1.37 3.57  -0.731
O -0.16 -1.38 3.24  0.068
O 1.33 -1.92 4.63  0.077
H 1.26 -0.60 2.06  -0.100
O 0.31 -3.13 -0.49  0.110
C 0.57 -3.38 -1.73  -0.889
O 0.43 -2.49 -2.58  -0.026
O 0.97 -4.41 -2.21  0.101
H 0.17 -2.19 -0.42  -0.291

Output
2S+1 = 1
gap between HOMO and LUMO = 5.97 eV
E_LUMO = -3.212 eV
total charge = +1
relative energy (zero: lowest compared OMol25 entry of this formula, charge and spin) = 0.0 kcal/mol



Entry 7:
C26H51BNO10P | ωB97M-V/def2-TZVPD

Each line ends with the Löwdin charge.
Element x y z (Å)
C -5.07 4.14 1.16  -0.107
C -4.39 2.70 1.15  -0.201
C -4.32 2.19 -0.34  -0.128
C -2.97 2.55 -1.10  -0.340
P -3.49 2.55 -2.91  0.624
O -3.95 3.93 -3.24  -0.266
O -4.79 1.50 -3.13  -0.172
O -2.32 2.06 -3.97  -0.141
O -2.65 3.92 -0.81  0.029
C -1.62 4.03 0.14  -0.458
O -1.13 5.00 0.58  0.209
O -1.27 2.69 0.43  0.043
C -1.64 1.83 -0.67  -0.238
C -0.35 1.90 -1.62  -0.039
C 0.97 2.26 -0.83  -0.129
C 1.49 1.32 0.18  -0.006
C 2.68 1.64 0.94  -0.084
C 3.36 2.92 0.73  -0.081
C 2.83 3.83 -0.28  -0.038
C 1.62 3.54 -1.08  -0.184
C 1.16 4.63 -2.09  -0.052
B -1.82 0.26 -0.42  -0.505
N -2.48 -0.50 -1.53  0.180
O -1.41 -0.44 0.74  0.106
H -4.96 4.64 2.16  0.076
H -6.18 4.05 0.96  0.079
H -4.66 4.83 0.39  0.078
H -5.07 2.05 1.76  0.112
H -3.41 2.72 1.68  0.110
H -4.58 1.10 -0.38  0.112
H -5.14 2.73 -0.91  0.118
H -5.26 1.90 -3.89  0.088
H -2.50 1.13 -4.19  0.082
H -0.43 2.63 -2.46  0.095
H -0.16 0.89 -2.08  0.130
H 0.99 0.35 0.40  0.100
H 3.08 0.96 1.73  0.100
H 4.26 3.27 1.29  0.098
H 3.33 4.82 -0.43  0.103
H 0.63 5.45 -1.52  0.089
H 0.57 4.25 -2.96  0.073
H 2.08 5.10 -2.53  0.084
H -3.49 -0.36 -1.46  0.059
H -2.22 -1.48 -1.50  0.079
H -2.22 -0.89 1.05  0.112
C 3.27 -4.55 2.50  -0.080
C 2.84 -3.09 2.46  -0.276
O 2.92 -2.51 1.17  -0.183
C 2.10 -3.10 0.17  -0.271
C 0.61 -3.03 0.48  -0.073
H 4.26 -4.67 2.06  0.082
H 3.30 -4.91 3.53  0.077
H 2.58 -5.19 1.94  0.065
H 3.51 -2.51 3.10  0.119
H 1.84 -2.97 2.88  0.108
H 2.41 -4.13 -0.02  0.107
H 2.30 -2.54 -0.75  0.120
H 0.35 -3.64 1.35  0.069
H 0.03 -3.39 -0.37  0.080
H 0.32 -2.00 0.70  0.051
C 5.58 -0.55 0.08  -0.073
C 6.55 -0.82 -1.05  -0.276
O 7.18 0.35 -1.55  -0.161
C 7.97 1.08 -0.63  -0.284
C 9.14 0.29 -0.07  -0.084
H 4.85 0.21 -0.21  0.069
H 5.05 -1.47 0.35  0.063
H 6.09 -0.19 0.97  0.070
H 6.01 -1.25 -1.89  0.117
H 7.31 -1.56 -0.76  0.106
H 7.35 1.48 0.18  0.104
H 8.36 1.95 -1.17  0.117
H 8.81 -0.54 0.55  0.065
H 9.78 0.93 0.55  0.075
H 9.75 -0.13 -0.88  0.081
C -3.95 -4.96 2.10  -0.075
C -4.37 -3.50 2.07  -0.275
O -4.29 -2.91 0.78  -0.184
C -5.10 -3.48 -0.23  -0.280
C -6.59 -3.41 0.07  -0.076
H -2.96 -5.08 1.66  0.080
H -3.93 -5.33 3.13  0.080
H -4.64 -5.59 1.53  0.068
H -3.70 -2.93 2.71  0.117
H -5.38 -3.37 2.48  0.109
H -4.79 -4.52 -0.43  0.109
H -4.90 -2.92 -1.14  0.111
H -6.86 -4.02 0.93  0.068
H -7.17 -3.76 -0.79  0.080
H -6.89 -2.38 0.29  0.083

Output
2S+1 = 1
gap between HOMO and LUMO = 8.66 eV
E_LUMO = 0.143 eV
structure (SMILES) = CCC[C@@]1(P(=O)(O)O)OC(=O)O[C@@]1(Cc1ccccc1C)B(N)O.CCOCC.CCOCC.CCOCC



Entry 8:
NO6P | ωB97M-V/def2-TZVPD

Each line ends with the Löwdin charge.
Element x y z (Å)
O -1.62 1.20 0.12  -0.022
N -0.39 1.31 0.25  -0.577
O 0.05 2.00 1.18  -0.034
O 0.39 0.75 -0.54  -0.115
P 0.40 -1.13 -0.26  0.076
O 1.77 -1.32 -0.84  -0.458
O 0.15 -1.26 1.22  -0.421
O -0.76 -1.56 -1.13  -0.450

Output
2S+1 = 1
gap between HOMO and LUMO = 6.98 eV
E_LUMO = 7.101 eV
structure (SMILES) = O=[N+]([O-])OP(=O)([O-])[O-]
total charge = -2
relative energy (zero: lowest compared OMol25 entry of this formula, charge and spin) = 3.9 kcal/mol



Number 1: E -593.3552 hartree. Number 2: E -1757.0716 hartree. Number 3: E -440.7869 hartree. Number 4: E -43038.7228 hartree. Number 5: E -271.6368 hartree. Number 6: E -2288.5526 hartree. Number 7: E -2194.7100 hartree. Number 8: E -847.5417 hartree.